This record from the Open Molecules 2025 dataset describes 2 unconnected molecules or ions with the total composition C19H14F2O2S in a non-equilibrium geometry. The level of theory is ωB97M-V/def2-TZVPD.

Each line ends with the natural charge from an NBO analysis.
Geometry (Å):
S  -0.551  -0.791  -1.417  1.6764
F  -0.207  -0.097  5.458  -0.3205
F  5.265  3.505  -2.129  -0.3210
O  0.506  -1.467  -2.157  -0.9721
O  -1.148  0.390  -2.050  -1.0186
C  4.164  2.882  -1.588  0.4417
C  2.950  2.156  0.346  -0.1285
C  -0.771  0.422  1.902  -0.0971
C  1.948  1.573  -0.476  -0.1769
C  1.627  0.351  2.344  -0.1309
C  -2.099  -1.848  -1.430  -0.1514
C  -4.444  -3.329  -1.199  -0.2072
C  0.759  0.951  0.043  0.0141
C  0.568  0.573  1.416  -0.1781
C  -4.500  -1.930  -1.215  -0.2153
C  3.170  2.394  -2.449  -0.2778
C  -3.317  -1.187  -1.324  -0.2473
C  -2.030  -3.239  -1.514  -0.2454
C  -3.213  -3.983  -1.380  -0.2124
C  2.071  1.748  -1.893  -0.1046
C  0.044  0.120  4.127  0.4366
C  4.087  2.751  -0.202  -0.2981
C  1.373  0.229  3.711  -0.2942
C  -1.039  0.175  3.247  -0.2892
H  -2.059  0.091  3.610  0.2455
H  2.194  0.245  4.427  0.2425
H  -1.604  0.588  1.199  0.2311
H  -0.152  1.226  -0.512  0.2675
H  2.663  0.349  1.989  0.2296
H  -5.363  -3.905  -1.071  0.2156
H  2.777  2.219  1.422  0.2259
H  4.858  3.146  0.456  0.2416
H  1.243  1.430  -2.545  0.2613
H  -3.346  -0.096  -1.341  0.2420
H  -5.445  -1.390  -1.159  0.2160
H  3.259  2.538  -3.524  0.2446
H  -1.067  -3.721  -1.687  0.2375
H  -3.174  -5.073  -1.438  0.2170

Its energy above the lowest of the compared OMol25 structures with the same formula, charge and spin is 0.00 kcal/mol. The value obtained for the LUMO energy is -2.299 eV. For the gap between HOMO and LUMO, the calculation gives 5.30 eV. Its HOMO energy is -7.6 eV. The value obtained for the total energy is -40292.0424 eV. The multiplicity is 1.

***

This record from the Open Molecules 2025 dataset describes a molecular structure, C19H14INNiO2 in a non-equilibrium geometry. The level of theory is ωB97M-V/def2-TZVPD.

Each line ends with the natural charge from an NBO analysis.
Geometry (Å):
I  -3.669  -2.276  -3.113  0.5853
Ni  4.543  3.796  -0.394  0.9634
O  -2.226  0.973  2.900  -0.4664
O  -1.868  0.382  -2.394  -0.4630
N  -3.971  -1.318  3.422  -0.8439
C  -4.748  -2.510  1.326  -0.1837
C  -2.897  -0.625  1.114  -0.1115
C  3.363  1.948  -0.940  -0.4396
C  3.806  1.169  -2.257  -0.4069
C  1.944  1.567  -0.368  -0.0201
C  -0.654  0.836  1.044  -0.0284
C  -1.978  0.452  1.828  0.5269
C  -4.640  -2.686  -0.153  -0.1641
C  -2.770  -0.773  -0.380  -0.0907
C  3.490  -0.389  -2.249  -0.4663
C  0.489  1.377  1.853  -0.1813
C  -0.505  0.693  -0.443  -0.1165
C  3.786  -1.089  -0.880  -0.0709
C  -3.837  -1.462  1.978  0.3637
C  -1.767  0.107  -1.210  0.5344
C  0.782  1.055  -1.158  -0.1642
C  -3.674  -1.849  -1.023  -0.0948
C  1.755  1.729  1.138  -0.1840
C  3.627  -1.583  0.233  -0.2025
H  4.944  1.268  -2.318  0.2347
H  -5.450  -3.145  1.954  0.2930
H  4.139  -0.867  -3.058  0.2704
H  0.425  1.530  2.966  0.2688
H  3.303  3.085  -1.238  0.1204
H  -3.134  -1.671  3.899  0.4150
H  2.621  2.127  1.752  0.2215
H  -4.157  -0.335  3.663  0.4219
H  -5.307  -3.459  -0.640  0.2746
H  4.123  1.889  -0.079  0.1981
H  0.890  0.919  -2.269  0.2533
H  3.432  -2.013  1.255  0.2693
H  2.422  -0.543  -2.606  0.2398
H  3.368  1.690  -3.159  0.2445

The value obtained for the LUMO energy (alpha / beta) is -7.798 / -9.776 eV. For the gap between HOMO and LUMO (alpha / beta), the calculation gives 7.00 / 5.01 eV. Its HOMO energy (alpha / beta) is -14.8 / -14.8 eV. Its charge is +2. The value obtained for the total energy is -74632.2219 eV. The multiplicity is 3.

***

This record from the Open Molecules 2025 dataset describes a molecular structure, C19H15AsCl6MoN3O2. The level of theory is ωB97M-V/def2-TZVPD.

Each line ends with the natural charge from an NBO analysis.
Geometry (Å):
Mo  1.427  -0.030  -0.825  1.4311
As  -1.915  -1.411  -1.564  2.0019
Cl  1.719  1.384  2.006  0.0645
Cl  6.819  3.110  1.371  0.1058
Cl  0.745  -2.925  2.123  0.0341
Cl  4.307  0.262  -2.489  0.0441
Cl  6.876  1.775  -1.451  0.0933
Cl  4.246  2.930  3.137  0.0926
O  -0.489  -0.518  -1.649  -1.1761
O  0.779  1.689  -1.322  -0.4804
N  -0.201  2.242  -2.028  0.0837
N  -3.329  3.456  -2.582  -0.1999
N  -1.606  1.541  1.032  -0.2489
C  5.443  2.279  0.792  -0.0565
C  0.534  -5.257  0.788  -0.2237
C  0.662  -6.062  -0.335  -0.1645
C  -1.290  2.424  -1.380  -0.0259
C  -2.318  -1.948  0.223  -0.9993
C  3.195  1.518  1.091  -0.0605
C  1.371  -3.368  -0.479  -0.1423
C  1.506  -4.202  -1.593  -0.1242
C  5.474  1.682  -0.474  -0.0935
C  3.193  0.915  -0.155  -0.3423
C  -1.778  -2.955  -2.684  -0.9945
C  -1.489  1.951  -0.034  0.2416
C  0.889  -3.922  0.711  -0.0105
C  1.728  -1.960  -0.555  -0.5685
C  4.341  1.015  -0.920  -0.0570
C  4.295  2.201  1.589  -0.0863
C  1.151  -5.537  -1.525  -0.2251
C  -2.399  3.024  -2.069  0.2260
C  -3.338  -0.320  -2.225  -0.9943
H  0.173  -5.660  1.723  0.2471
H  1.904  -3.792  -2.514  0.2183
H  1.267  -6.171  -2.393  0.2375
H  -1.070  -3.654  -2.244  0.2604
H  -3.575  0.461  -1.505  0.2602
H  -4.221  -0.939  -2.380  0.2636
H  -1.579  -2.675  0.552  0.2581
H  0.392  -7.108  -0.273  0.2384
H  -1.427  -2.637  -3.664  0.2649
H  -3.310  -2.398  0.241  0.2625
H  2.222  -1.541  0.376  0.2782
H  -2.293  -1.074  0.871  0.2784
H  2.444  -1.719  -1.405  0.2572
H  -2.755  -3.426  -2.777  0.2608
H  -3.032  0.126  -3.170  0.2702

Its energy above the lowest of the compared OMol25 structures with the same formula, charge and spin is 46.25 kcal/mol. The value obtained for the LUMO energy (alpha / beta) is -5.025 / -4.753 eV. For the gap between HOMO and LUMO (alpha / beta), the calculation gives 6.66 / 6.99 eV. Its HOMO energy (alpha / beta) is -11.7 / -11.7 eV. Its charge is +1. The value obtained for the total energy is -166329.4889 eV. The multiplicity is 3.

***

This record from the Open Molecules 2025 dataset describes a molecular structure, C19H15AuBrN4O2 in a non-equilibrium geometry. The level of theory is ωB97M-V/def2-TZVPD.

Each line ends with the natural charge from an NBO analysis.
Geometry (Å):
Au  -0.603  -3.466  0.056  1.2578
Br  2.194  -2.352  -2.130  0.1190
O  0.716  -6.089  2.699  -0.5319
O  -0.587  -5.121  1.177  -0.7218
N  -0.911  3.435  -1.496  -0.4030
N  -0.846  3.648  0.726  -0.5338
N  1.551  -3.927  0.049  -0.5548
N  -0.647  -1.424  -0.224  -0.5071
C  -0.714  0.650  0.936  -0.2283
C  3.057  -5.265  1.328  -0.1919
C  -0.954  6.179  0.840  -0.2636
C  -0.777  1.351  -0.268  0.0283
C  0.580  -5.396  1.730  0.7325
C  2.566  -3.516  -0.704  0.1541
C  -1.038  5.893  -2.002  -0.1716
C  -0.716  -0.761  -1.391  0.0606
C  -1.031  7.268  0.001  -0.1766
C  1.789  -4.818  1.026  0.1001
C  3.871  -3.922  -0.479  -0.2530
C  4.116  -4.797  0.564  -0.1101
C  -1.073  7.128  -1.401  -0.2172
C  -0.659  -0.724  0.922  0.0549
C  -0.921  4.928  0.224  0.1836
C  -0.960  4.772  -1.169  0.0534
C  -0.779  0.609  -1.451  -0.2038
C  -0.845  2.804  -0.354  0.3063
C  -2.629  -3.435  0.228  -0.7315
H  -1.061  8.261  0.428  0.2266
H  5.125  -5.131  0.762  0.2469
H  -2.938  -4.436  -0.062  0.2372
H  -0.618  -1.287  1.844  0.2277
H  -3.043  -2.672  -0.424  0.2111
H  -0.716  -1.362  -2.288  0.2314
H  -0.806  3.400  1.698  0.4200
H  -2.864  -3.248  1.272  0.2272
H  3.179  -5.979  2.129  0.2717
H  -1.070  5.778  -3.077  0.2318
H  4.663  -3.559  -1.116  0.2563
H  -0.923  6.294  1.915  0.2256
H  -0.713  1.150  1.895  0.2334
H  -0.833  1.120  -2.401  0.2750
H  -1.133  8.019  -2.012  0.2273

Its energy above the lowest of the compared OMol25 structures with the same formula, charge and spin is 2.21 kcal/mol. The value obtained for the LUMO energy is -4.027 eV. For the gap between HOMO and LUMO, the calculation gives 7.13 eV. Its HOMO energy is -11.2 eV. Its charge is +1. The value obtained for the total energy is -103730.6929 eV. The multiplicity is 1.